This record from the OMol25 dataset describes a cluster of 8 separate species, C7H27NO7 in total at a distorted geometry. The level of theory is wB97M-V/def2-TZVPD.

XYZ file:
```
42
Properties=species:S:1:pos:R:3
C -3.345 -0.391 -0.638
C -2.534 -0.113 -1.895
C -1.400 0.862 -1.651
C -0.236 0.413 -1.042
N 0.157 -0.870 -0.864
C -1.752 2.320 -1.661
C -1.340 3.008 -0.366
C -2.126 3.020 0.697
H -3.675 0.574 -0.237
H -2.830 -0.853 0.205
H -4.258 -0.953 -0.817
H -3.116 0.256 -2.728
H -2.026 -1.042 -2.167
H 0.609 1.071 -0.859
H 0.521 -0.823 0.107
H -0.628 -1.524 -0.883
H -1.325 2.748 -2.574
H -2.836 2.368 -1.777
H -0.359 3.463 -0.429
H -1.767 3.449 1.621
H -3.122 2.597 0.671
H 2.267 2.205 1.469
H 1.855 1.065 2.538
O 2.427 1.317 1.792
H -0.266 0.134 3.275
H 0.882 -0.911 3.636
O 0.674 -0.011 3.367
H 3.030 0.621 -2.368
H 1.985 -0.467 -2.775
O 2.843 -0.091 -2.987
H 1.302 -2.282 1.374
H -0.169 -2.766 1.657
O 0.426 -2.009 1.683
H -0.429 -4.031 -1.085
H -1.016 -4.538 0.197
O -1.008 -3.751 -0.363
H 3.961 -1.096 -0.783
H 3.754 0.032 0.047
O 4.465 -0.605 -0.114
H 2.800 -0.485 2.515
H 4.220 -0.737 2.019
O 3.386 -1.178 2.193
```

Output
ΔE to the lowest compared entry with this formula, charge and spin ... 0.0000 eV
Spin multiplicity ... 2
Total charge ... +1
Frontier orbital gap (alpha / beta) ... 9.59 / 6.11 eV


This record from the OMol25 dataset describes a cluster of 8 separate species, C7H28BF4N14O7 in total at a distorted geometry. The level of theory is wB97M-V/def2-TZVPD.

XYZ file:
```
61
Properties=species:S:1:pos:R:3
B -0.093 -0.559 -0.011
F 0.153 -1.890 -0.023
F -0.939 -0.326 -1.050
F -0.833 -0.255 1.142
F 1.097 0.178 -0.169
C 0.929 1.079 -4.010
O 1.300 1.761 -4.973
N 1.275 1.394 -2.815
N 0.186 0.069 -3.970
H 1.594 2.346 -2.705
H 0.786 0.970 -2.039
H -0.312 -0.137 -4.824
H -0.153 -0.376 -3.129
C -3.933 -2.435 0.376
O -5.095 -2.807 0.261
N -2.899 -3.192 0.199
N -3.522 -1.266 0.638
H -3.231 -4.122 -0.016
H -1.930 -2.927 0.099
H -2.556 -0.982 0.713
H -4.228 -0.554 0.768
C 3.134 1.054 3.107
O 3.273 2.279 2.931
N 4.016 0.280 3.673
N 2.101 0.427 2.678
H 3.723 -0.656 3.915
H 4.867 0.696 4.023
H 2.323 -0.531 2.445
H 1.253 0.841 2.319
C -1.799 3.140 -0.175
O -1.941 4.356 -0.128
N -2.800 2.316 -0.261
N -0.660 2.494 -0.237
H -2.537 1.349 -0.385
H -3.757 2.637 -0.309
H 0.074 3.148 -0.469
H -0.660 1.485 -0.194
C 2.579 3.922 -0.430
O 2.392 4.015 -1.621
N 2.450 2.760 0.229
N 2.756 4.924 0.426
H 2.786 2.752 1.182
H 2.295 1.936 -0.333
H 2.993 4.734 1.389
H 2.796 5.872 0.080
C 1.778 -3.554 2.992
O 2.160 -4.186 2.028
N 0.916 -2.647 3.018
N 2.338 -3.668 4.175
H 0.375 -2.369 2.213
H 0.511 -2.423 3.916
H 2.962 -4.449 4.321
H 2.085 -3.100 4.971
C -3.219 -2.020 -3.439
O -4.087 -2.066 -4.327
N -2.614 -3.047 -3.059
N -2.740 -0.902 -3.054
H -2.940 -3.944 -3.389
H -1.797 -2.851 -2.499
H -3.133 -0.153 -3.607
H -1.854 -0.820 -2.575
```

Output
ΔE to the lowest compared entry with this formula, charge and spin ... 3.9277 eV
Total charge ... -1
Frontier orbital gap ... 8.65 eV


| no. | DFT total energy (eV) |
| --- | --- |
| 1 | -23510.661 |
| 2 | -54467.166 |